# 1
55
Properties=species:S:1:pos:R:3:forces:R:3 method="wB97M-V/def2-TZVPD" lumo_ev="-0.188 / 0.200" spin_multiplicity=4 homo_ev="-6.844 / -7.448" relative_energy_kj_mol=318.32 total_charge=0 e_tot_ev=-65374.336 orbital_gap_ha="0.2446 / 0.2811"
H 0.877 -3.178 4.631 -0.31 -0.02 -0.19
C 0.133 3.161 2.493 0.10 -0.22 0.03
N -0.130 -1.154 2.116 -0.29 -0.08 0.69
H 0.130 0.255 -3.921 0.12 0.07 -0.16
N -1.225 -1.188 -0.768 0.09 -0.46 0.05
C -1.121 -1.882 1.598 0.42 -0.51 1.10
H -0.289 4.426 -3.029 -0.17 -0.02 -0.06
H 3.527 -0.420 -2.153 -0.22 -0.29 0.27
C -0.037 1.579 0.570 0.40 0.21 0.74
H 1.178 -0.884 3.721 -0.25 -0.39 -0.45
H 2.228 3.988 1.397 -0.03 -0.23 -0.18
Co 1.213 -1.057 -1.246 -1.55 1.82 0.30
C -1.517 -3.098 2.202 0.08 0.32 -0.28
H -0.452 3.856 -0.606 0.05 -0.26 -0.31
H -2.395 -3.592 1.796 0.29 -0.22 0.10
H 0.440 0.625 0.863 -0.20 0.58 -0.20
H 3.307 -1.285 0.005 -0.49 0.45 0.34
H 0.471 4.190 2.688 -0.15 -0.26 0.02
H -1.306 -1.154 -2.869 -0.02 0.28 0.59
C 1.941 3.062 0.878 0.24 -0.13 0.14
H 1.341 -3.412 -1.485 0.10 -0.22 0.29
C -0.160 2.361 -3.649 0.18 -0.61 0.15
C -1.878 -1.179 -1.935 -0.79 0.41 0.48
H 2.264 -0.006 -3.307 -0.27 -0.02 0.28
C 0.033 1.051 -3.189 -0.01 0.73 -0.31
C 2.529 0.031 -2.243 1.39 0.66 -0.29
H -0.964 3.139 2.530 0.19 -0.02 0.11
H 2.629 2.264 1.203 0.13 0.13 0.01
C 0.214 0.758 -1.838 -0.17 -0.01 -0.67
C -0.781 -3.630 3.259 0.12 0.55 -0.06
C -3.271 -1.529 0.386 0.44 -0.37 -0.07
C -0.066 1.763 -0.922 0.02 0.54 0.01
H -3.754 -1.752 1.337 -0.12 0.11 -0.36
C -0.253 3.390 -2.713 -0.32 -0.03 0.04
C -1.864 -1.457 0.377 -0.95 0.35 -0.95
C -3.968 -1.426 -0.815 0.01 0.04 -0.05
H -0.235 -3.291 -0.694 0.42 0.25 -0.04
H 2.023 -0.839 1.211 -0.06 -0.10 -0.77
H -3.733 -1.109 -2.985 -0.12 -0.23 0.37
C 0.791 -2.891 -0.675 0.40 -1.43 -0.13
H 1.245 -3.169 0.293 0.01 0.09 -0.42
H -5.040 -1.610 -0.839 0.12 0.36 0.08
C 0.258 -2.857 3.794 -0.27 0.60 -0.34
C 0.472 -1.581 3.241 -0.10 -0.58 -0.32
C 2.428 -0.625 0.206 1.92 -0.22 0.86
H 2.654 1.091 -1.934 -0.36 -0.77 -0.27
N 0.573 2.763 1.187 -0.57 0.28 -0.25
H -1.038 -4.605 3.670 0.10 0.24 -0.08
H -0.169 2.557 -4.724 -0.06 0.01 0.35
C -3.268 -1.210 -2.005 0.42 -0.43 0.21
H 2.778 0.422 0.193 -0.23 -0.56 -0.13
H 2.085 3.222 -0.199 -0.04 -0.10 0.14
H 0.535 2.514 3.292 -0.14 0.07 0.18
C -0.316 3.079 -1.363 0.25 -0.32 -0.39
H -1.067 1.526 0.969 0.25 -0.04 -0.20


# 2
10
Properties=species:S:1:pos:R:3:forces:R:3 method="wB97M-V/def2-TZVPD" lumo_ev=1.182 homo_ev=-8.636 relative_energy_kj_mol=213.50 total_charge=0 e_tot_ev=-5149.707 orbital_gap_ha=0.3608
H -1.000 1.467 0.056 0.55 -2.09 0.03
C -1.090 0.470 -0.511 -0.93 2.06 0.09
H -1.953 -0.104 -0.151 0.20 0.20 0.17
H 1.881 0.450 1.327 -1.10 -0.67 -0.15
N 1.038 -0.179 1.316 0.69 0.81 0.32
H 0.118 -0.907 -1.770 -0.13 0.05 0.13
C 0.054 -0.435 -0.790 1.52 0.25 1.75
H 1.331 -0.921 1.975 -0.25 0.26 -0.84
H -1.401 0.915 -1.444 -0.31 -0.35 -0.76
N 1.022 -0.753 -0.009 -0.24 -0.55 -0.74


# 3
6
Properties=species:S:1:pos:R:3:forces:R:3 method="wB97M-V/def2-TZVPD" lumo_ev=3.178 homo_ev=-4.103 relative_energy_kj_mol=93.18 total_charge=-1 e_tot_ev=-23527.482 orbital_gap_ha=0.2676
C 0.049 -0.614 0.144 0.15 0.94 -1.18
N -0.395 0.619 0.037 -1.56 0.73 0.55
I -2.519 0.850 0.074 0.41 -0.37 -0.07
O -0.384 -1.733 0.075 -0.11 -0.88 0.64
S 1.897 -0.148 0.068 0.11 0.00 -0.24
H 1.351 1.026 -0.399 0.99 -0.41 0.30


# 4
24
Properties=species:S:1:pos:R:3:forces:R:3 method="wB97M-V/def2-TZVPD" smiles=CCNCCCN.O lumo_ev=0.933 homo_ev=-8.773 relative_energy_kj_mol=73.20 total_charge=0 e_tot_ev=-10471.763 orbital_gap_ha=0.3567
H -0.502 -0.520 -1.908 0.02 0.09 -0.16
H -4.015 0.518 -0.283 -0.10 0.40 -0.17
O 0.862 -3.432 -1.053 -0.16 -0.31 0.13
H 1.120 -0.439 1.430 -0.43 0.22 0.02
H 3.429 -0.481 0.517 -0.03 0.18 -0.46
H -1.719 1.431 -1.477 -0.19 0.25 0.09
H -3.019 -0.741 -0.218 0.13 -0.09 0.11
N 1.062 -0.029 -0.607 0.40 -0.55 -0.49
H 1.124 -2.536 -0.816 0.00 0.22 0.11
H -2.517 1.938 0.892 -0.48 0.13 -0.20
H -1.707 0.608 1.473 0.59 -0.53 0.22
N -3.300 0.093 0.280 -0.21 -0.45 0.08
H 3.245 0.543 1.885 -0.11 0.17 0.05
C 1.434 0.354 0.743 0.43 -0.37 -0.48
C -1.190 1.151 -0.564 0.88 -0.86 -1.14
H 3.303 1.342 0.334 0.22 -0.36 -0.23
H -0.429 1.915 -0.382 -0.40 0.23 0.22
C -0.359 -0.141 -0.903 -0.01 0.59 1.30
H 1.011 1.322 1.024 -0.19 -0.06 0.37
C -2.176 0.957 0.567 -0.06 0.83 0.13
H -0.698 -0.909 -0.205 -0.28 -0.35 -0.13
H 1.626 0.447 -1.307 -0.39 0.05 0.15
C 2.944 0.440 0.840 0.16 0.30 0.72
H 0.470 -3.830 -0.262 0.19 0.28 -0.25